{
  "formula": "C6H6",
  "method": "ωB97M-V/def2-TZVPD",
  "species": ["C", "C", "C", "C", "C", "C", "H", "H", "H", "H", "H", "H"],
  "coordinates": [[3.1604, 0.4455, 0.3649], [2.2495, 0.0089, -0.2873], [1.1302, -0.8633, -0.6606], [-0.2056, -0.3235, -0.3369], [-1.2951, 0.1206, -0.0650], [-2.6189, 0.6370, 0.3161], [3.9177, 0.6155, 1.0916], [1.1556, -1.2680, -1.6778], [1.4370, -1.6956, -0.0159], [-2.5913, 1.0803, 1.3176], [-2.9739, 1.4075, -0.3770], [-3.3655, -0.1649, 0.3303]],
  "mulliken_charge": [-0.1332, -0.3900, -0.5979, -0.0683, 0.6640, -1.2387, 0.3861, 0.3047, 0.2100, 0.2836, 0.2926, 0.2873],
  "homo_energy_ha": -0.350,
  "largest_force_ev_per_a": 1.0,
  "smiles": "C#CCC#CC",
  "e_lumo_ev": 0.95,
  "gap_ev": 10.473
}